(1)
The following is a DFT calculation (ωB97M-V with the def2-TZVPD basis set) of a molecular structure, C29H26BCl7N11O3Ta.

```
78
Properties=species:S:1:pos:R:3:forces:R:3:lowdin_charge:R:1
Ta -0.893 0.619 0.190 1.096 0.018 0.235 1.74
C -0.473 0.137 -3.695 0.019 -0.058 0.027 -0.01
C 0.595 0.713 -2.832 0.220 -0.030 -0.171 -0.32
C 1.832 1.250 -3.178 -0.070 0.096 0.088 -0.01
C 2.399 1.725 -1.992 0.044 0.143 0.035 -0.02
N 1.537 1.443 -1.018 0.092 0.033 -0.064 -0.26
N 0.476 0.808 -1.495 -0.457 -0.404 -0.545 -0.09
B 1.584 -1.851 -0.786 -0.096 -0.021 0.031 -0.46
N 1.802 -1.847 0.618 -0.028 -0.042 -0.014 0.02
C 2.888 -1.489 1.388 0.045 0.034 -0.047 -0.05
C 2.671 -1.953 2.638 -0.031 0.010 0.056 0.00
C 1.408 -2.623 2.581 0.001 -0.002 -0.007 -0.33
C 0.722 -3.354 3.682 -0.018 0.010 0.010 0.00
N 0.884 -2.550 1.386 -0.037 0.073 -0.001 0.14
N 0.196 -2.121 -1.258 -0.121 0.115 -0.033 0.01
C -0.180 -3.234 -1.917 0.076 0.010 0.038 -0.03
C -1.545 -3.276 -1.970 -0.054 -0.060 -0.008 0.02
C -1.977 -2.130 -1.291 0.050 0.037 -0.055 -0.33
C -3.393 -1.743 -1.055 -0.022 -0.006 0.016 -0.07
N -0.923 -1.427 -0.862 0.070 -0.203 0.144 -0.04
N 2.614 -1.748 -1.768 0.031 0.055 -0.014 0.03
C 2.529 -1.876 -3.138 -0.003 -0.004 -0.042 -0.07
C 3.784 -1.810 -3.638 -0.014 -0.016 -0.002 0.01
C 4.629 -1.622 -2.499 -0.001 0.017 0.006 -0.33
C 6.111 -1.482 -2.479 0.005 -0.001 -0.001 -0.02
N 3.929 -1.589 -1.394 0.019 -0.013 -0.031 0.15
H -0.338 0.476 -4.720 -0.007 -0.020 -0.008 0.09
H -1.456 0.449 -3.342 0.008 0.005 0.012 0.07
H -0.451 -0.956 -3.693 -0.024 0.012 0.020 0.07
H 2.259 1.308 -4.164 0.007 0.002 0.002 0.12
H 3.311 2.263 -1.794 0.003 -0.010 -0.009 0.13
H 3.715 -0.960 0.951 0.000 -0.006 0.009 0.11
H 3.314 -1.842 3.496 -0.006 0.000 -0.004 0.12
H 1.308 -4.222 3.985 0.000 -0.001 0.011 0.09
H -0.261 -3.694 3.359 0.003 0.008 -0.002 0.08
H 0.608 -2.714 4.559 -0.003 0.000 -0.001 0.08
H 0.561 -3.932 -2.274 0.002 0.008 -0.012 0.15
H -2.165 -4.031 -2.420 0.001 0.003 -0.003 0.12
H -3.990 -1.984 -1.933 -0.002 0.013 -0.001 0.09
H -3.500 -0.682 -0.847 -0.003 -0.006 0.003 -0.01
H -3.800 -2.315 -0.218 -0.004 -0.007 -0.010 0.08
H 1.581 -2.001 -3.635 0.029 -0.003 0.026 0.11
H 4.083 -1.885 -4.670 0.002 -0.001 0.000 0.11
H 6.584 -2.367 -2.904 0.000 0.000 0.001 0.09
H 6.463 -1.353 -1.459 0.000 0.000 -0.001 0.08
H 6.427 -0.624 -3.075 0.000 0.000 -0.001 0.08
Cl -1.835 -1.097 7.195 0.001 0.000 -0.001 0.72
C -1.243 -0.672 5.643 0.004 0.009 0.007 -0.71
C -1.948 -1.050 4.503 0.018 -0.003 -0.001 -0.70
Cl -3.407 -1.944 4.612 -0.012 -0.004 0.004 0.73
C -1.438 -0.705 3.266 0.020 -0.002 0.012 -0.55
Cl -2.254 -1.138 1.796 -0.228 -0.027 0.071 0.86
C -0.249 -0.004 3.096 -0.152 0.048 0.079 -0.48
O 0.186 0.293 1.890 -0.084 -0.577 0.199 -0.34
C 0.432 0.390 4.250 0.054 -0.018 -0.027 -0.60
Cl 1.872 1.309 4.056 0.002 0.002 -0.003 0.75
C -0.055 0.053 5.509 -0.002 -0.012 0.012 -0.69
Cl 0.813 0.531 6.906 0.000 0.002 0.004 0.73
N 1.214 1.904 0.261 -0.578 -0.219 -0.041 -0.07
N -0.963 3.906 1.842 -0.174 -0.054 0.088 0.01
C -1.783 2.874 2.324 0.002 0.164 0.044 -0.76
O -2.434 3.068 3.324 0.003 -0.051 -0.053 0.12
O -1.844 1.790 1.579 0.441 0.223 0.120 -0.27
H 1.852 1.466 0.923 -0.110 -0.028 0.085 0.03
H -0.408 3.708 -1.382 -0.038 0.067 -0.021 0.05
H -0.047 4.805 0.131 0.055 -0.040 0.091 0.09
Cl -0.729 3.687 -0.015 -0.271 0.551 -0.190 1.05
C -2.474 3.785 -0.491 -0.092 -0.167 -0.083 -0.33
C -3.138 4.985 -0.424 0.051 0.006 0.024 -0.05
C -4.442 4.983 -0.888 -0.031 0.004 -0.003 -0.05
C -4.989 3.811 -1.395 -0.021 0.015 0.001 -0.08
C -4.271 2.630 -1.426 0.030 -0.030 0.009 -0.58
Cl -5.021 1.206 -2.047 0.002 0.003 -0.013 0.75
C -2.947 2.540 -0.949 -0.126 -0.156 0.164 -0.40
N -2.198 1.410 -0.865 0.405 0.510 -0.253 -0.17
H -2.677 5.875 -0.018 0.004 -0.002 -0.003 0.13
H -5.028 5.890 -0.858 -0.002 0.000 -0.003 0.12
H -6.005 3.805 -1.766 0.001 -0.003 -0.002 0.12
```
Positions in Å, forces in eV/Å.

## Properties
Electronic energy, hartree: -5251.5721
Relative energy (zero: lowest compared OMol25 entry of this formula, charge and spin), kcal/mol: 295.18
Total charge: +1
2S+1: 2

---

(2)
The following is a DFT calculation (ωB97M-V with the def2-TZVPD basis set) of a molecular structure, C29H26BaN4O5S.

```
66
Properties=species:S:1:pos:R:3:forces:R:3:lowdin_charge:R:1
Ba 0.363 0.412 0.345 -1.149 -0.832 0.669 2.08
C -0.732 -4.213 0.040 -0.076 0.052 0.091 -0.04
C -1.255 -3.013 0.784 0.064 -0.074 -0.059 -0.27
C -0.648 -2.583 1.961 0.032 0.148 -0.023 -0.05
C -1.139 -1.483 2.662 0.080 0.015 0.089 -0.34
C -0.480 -1.017 3.938 -0.094 -0.077 -0.092 -0.04
C -2.259 -0.822 2.165 -0.012 0.075 0.005 -0.06
C -2.891 -1.235 0.995 0.016 0.051 -0.040 -0.27
C -4.112 -0.521 0.484 0.074 -0.075 0.042 -0.03
C -2.367 -2.327 0.310 0.015 0.035 0.028 -0.02
H 0.325 -4.378 0.244 0.005 -0.017 -0.005 0.07
H -0.867 -4.092 -1.034 0.001 -0.019 -0.013 0.08
H -1.280 -5.106 0.349 0.024 -0.034 -0.037 0.09
H 0.233 -3.099 2.330 -0.009 -0.029 0.001 0.12
H 0.562 -1.334 3.983 0.014 0.010 0.024 0.08
H -0.997 -1.439 4.802 0.025 0.025 0.031 0.09
H -0.512 0.069 4.023 0.032 0.006 0.036 0.08
H -2.647 0.043 2.697 0.007 -0.005 0.012 0.13
H -5.012 -0.983 0.895 -0.028 0.026 -0.012 0.09
H -4.168 -0.578 -0.603 -0.021 0.007 -0.005 0.08
H -4.100 0.528 0.774 -0.021 0.009 -0.013 0.08
H -2.823 -2.633 -0.625 -0.006 0.004 -0.005 0.13
O -3.376 0.603 -4.480 0.138 -0.148 -0.025 0.06
C -3.882 1.514 -3.619 -0.036 0.149 0.223 -0.26
C -4.969 2.301 -3.997 -0.037 0.003 -0.061 -0.03
C -5.500 3.249 -3.144 0.006 0.012 0.029 -0.09
C -4.946 3.437 -1.887 0.012 0.030 0.087 -0.09
C -3.866 2.663 -1.506 -0.072 0.006 -0.125 -0.03
C -3.315 1.690 -2.343 -0.036 -0.083 0.005 -0.08
C -2.161 0.924 -1.786 0.422 -0.451 -0.167 -0.48
O -1.663 1.315 -0.682 -0.502 0.392 -0.328 -0.34
N -1.713 -0.119 -2.488 -0.479 0.238 -0.290 0.06
N -0.655 -0.700 -1.883 0.424 -0.251 -0.211 -0.14
C 0.009 -1.575 -2.548 -0.468 0.274 -0.108 -0.10
C 1.181 -2.210 -1.954 0.362 -0.271 0.023 -0.29
C 1.973 -3.079 -2.712 -0.260 0.157 0.032 -0.01
C 3.090 -3.653 -2.140 0.095 -0.004 0.169 -0.05
C 3.396 -3.359 -0.817 -0.053 -0.095 -0.202 -0.05
C 2.556 -2.496 -0.139 0.079 0.071 0.165 -0.15
N 1.481 -1.927 -0.677 0.157 -0.067 -0.185 -0.02
H -3.862 0.645 -5.309 -0.101 0.074 -0.038 0.11
H -5.401 2.160 -4.983 0.015 -0.017 -0.008 0.11
H -6.345 3.847 -3.460 -0.006 -0.017 -0.041 0.10
H -5.350 4.180 -1.213 -0.001 0.000 -0.002 0.10
H -3.407 2.794 -0.537 0.008 -0.006 -0.002 0.11
H -0.266 -1.840 -3.568 -0.067 0.030 0.009 0.13
H 1.705 -3.282 -3.741 0.000 -0.002 0.000 0.11
H 3.723 -4.318 -2.712 -0.015 0.003 -0.022 0.11
H 4.266 -3.775 -0.330 -0.004 0.010 0.022 0.11
H 2.764 -2.243 0.896 0.025 0.057 -0.014 0.12
O 4.872 0.232 0.017 0.085 0.037 0.000 -0.31
S 4.209 1.508 0.023 0.218 0.237 0.356 0.63
O 4.216 2.282 -1.185 0.029 0.024 0.012 -0.29
N 2.690 1.322 0.579 1.043 0.176 -0.420 -0.32
C 2.503 1.848 1.787 -0.104 0.287 0.773 -0.61
O 1.434 1.746 2.425 0.304 0.133 -0.065 -0.15
C 3.703 2.572 2.310 0.245 0.033 -0.107 -0.14
C 3.827 3.261 3.503 -0.073 -0.064 -0.075 0.00
C 5.041 3.871 3.779 0.088 0.073 0.078 -0.06
C 6.107 3.791 2.886 -0.140 -0.040 0.024 -0.06
C 5.978 3.094 1.690 0.133 -0.068 -0.227 -0.03
C 4.766 2.495 1.423 -0.457 -0.251 -0.034 -0.19
H 2.988 3.315 4.184 0.004 0.008 0.017 0.12
H 5.165 4.421 4.703 0.005 0.000 -0.002 0.11
H 7.042 4.278 3.127 0.016 -0.003 -0.015 0.11
H 6.797 3.024 0.987 0.025 0.022 0.025 0.12
```
Positions in Å, forces in eV/Å.

## Properties
Electronic energy, hartree: -2139.7311
Relative energy (zero: lowest compared OMol25 entry of this formula, charge and spin), kcal/mol: 9.66
Total charge: 0
2S+1: 1

---

(3)
The following is a DFT calculation (ωB97M-V with the def2-TZVPD basis set) of a molecular structure, C29H26BiBr2N2S5Sb.

```
66
Properties=species:S:1:pos:R:3:forces:R:3:lowdin_charge:R:1
Bi -1.474 1.123 1.680 0.137 0.060 -0.053 1.01
C -4.709 1.344 -0.077 0.015 -0.037 -0.008 -0.12
C -4.456 2.567 0.527 0.003 0.021 0.002 -0.13
C -3.441 3.383 0.039 -0.016 0.003 0.008 -0.15
C -2.675 2.970 -1.045 0.028 -0.034 -0.020 -0.13
C -2.929 1.741 -1.645 -0.016 0.006 0.002 -0.12
C -3.947 0.928 -1.163 -0.020 0.003 0.011 -0.12
H -5.476 0.690 0.318 -0.001 0.000 -0.001 0.09
H -5.011 2.859 1.410 0.001 0.001 0.003 0.10
H -3.218 4.320 0.535 -0.002 0.002 0.002 0.10
H -1.858 3.583 -1.403 -0.004 0.010 0.007 0.11
H -2.319 1.410 -2.476 0.014 0.008 -0.007 0.08
H -4.132 -0.047 -1.600 -0.012 0.002 -0.003 0.07
Br 3.815 -1.576 3.848 -0.042 0.015 -0.020 0.52
C 2.373 -0.881 2.750 0.029 -0.027 0.040 -1.06
Br 1.556 -2.233 1.658 0.035 0.013 -0.007 0.63
H 2.802 -0.131 2.101 -0.022 0.001 -0.025 -0.04
H 1.611 -0.482 3.409 0.017 0.001 -0.003 -0.06
S -4.656 0.720 4.322 -0.018 -0.003 0.010 -0.22
Sb -2.487 1.126 4.898 -0.008 0.050 -0.026 -0.19
S -1.698 2.923 3.490 0.005 -0.027 0.016 -0.18
S -1.133 -0.487 3.682 -0.001 -0.062 0.028 -0.13
S -1.854 1.359 7.042 -0.009 -0.006 0.029 -0.28
C 0.504 1.575 1.007 -0.086 0.034 0.012 -0.36
C 1.421 1.331 0.216 -0.001 -0.039 -0.068 -0.24
C 2.445 1.077 -0.689 0.033 -0.024 0.090 -0.21
C 3.794 0.909 -0.148 0.012 0.001 0.001 -0.21
C 4.198 1.629 0.993 -0.009 -0.003 0.004 -0.06
C 5.441 1.442 1.573 -0.002 0.004 -0.002 -0.12
C 6.349 0.538 1.033 0.000 -0.008 0.003 -0.14
C 5.970 -0.187 -0.089 0.007 -0.005 -0.007 -0.11
C 4.722 -0.012 -0.665 -0.003 0.015 0.004 -0.06
C 2.114 0.988 -2.091 -0.006 0.023 -0.023 -0.18
C 0.765 0.961 -2.518 -0.016 -0.003 -0.041 -0.06
C 0.419 0.902 -3.855 -0.009 0.005 0.005 -0.13
C 1.390 0.873 -4.852 0.029 -0.002 -0.004 -0.14
C 2.724 0.929 -4.460 -0.027 0.000 -0.017 -0.13
C 3.080 0.991 -3.125 0.003 -0.007 0.031 -0.06
H 3.499 2.335 1.428 0.002 0.000 0.001 0.11
H 5.703 2.009 2.459 0.000 -0.001 0.002 0.09
H 7.318 0.385 1.491 0.001 0.003 0.000 0.08
H 6.647 -0.924 -0.510 0.001 0.003 0.001 0.09
H 4.437 -0.631 -1.506 -0.007 -0.002 -0.003 0.10
H -0.011 0.985 -1.763 -0.011 -0.001 0.007 0.08
H -0.630 0.873 -4.132 -0.006 -0.004 0.019 0.09
H 1.115 0.818 -5.898 0.003 0.004 -0.003 0.08
H 3.506 0.936 -5.212 0.000 -0.001 0.000 0.09
H 4.128 1.071 -2.868 -0.002 -0.006 -0.008 0.09
N -4.763 -1.660 1.993 0.011 0.007 -0.009 0.08
C -4.060 -2.191 0.980 0.011 -0.011 -0.022 -0.92
S -4.819 -2.755 -0.419 0.024 0.005 0.011 0.51
N -2.727 -2.256 1.182 -0.051 0.012 -0.009 0.03
C -1.778 -2.734 0.231 0.004 -0.023 0.029 -0.32
C -1.340 -1.906 -0.792 0.013 -0.001 -0.004 -0.04
C -0.350 -2.340 -1.661 -0.013 0.015 0.006 -0.07
C 0.197 -3.605 -1.509 0.011 -0.011 0.004 -0.11
C -0.244 -4.435 -0.488 0.004 0.002 0.009 -0.12
C -1.232 -4.001 0.384 -0.047 0.063 0.002 -0.06
H -5.744 -1.527 1.827 -0.001 -0.023 -0.009 0.07
H -4.351 -1.090 2.733 0.001 -0.008 0.013 -0.04
H -2.362 -1.937 2.079 0.011 -0.011 0.004 0.02
H -1.771 -0.917 -0.892 0.001 0.001 -0.003 0.08
H 0.013 -1.674 -2.433 0.008 -0.001 -0.005 0.09
H 0.986 -3.935 -2.174 0.000 0.001 -0.004 0.10
H 0.193 -5.418 -0.357 0.000 -0.001 -0.002 0.10
H -1.578 -4.629 1.195 -0.004 -0.002 0.000 0.12
```
Positions in Å, forces in eV/Å.

## Properties
Electronic energy, hartree: -8824.1757
Relative energy (zero: lowest compared OMol25 entry of this formula, charge and spin), kcal/mol: 0.00
Total charge: -2
2S+1: 1